Record 1
71
Properties=species:S:1:pos:R:3:forces:R:3 method="wB97M-V/def2-TZVPD" homo_energy_ha=-0.3790 energy_ha=-5172.7585 total_charge=+1
Ru -1.33462 -0.29265 1.01348 -0.496 -0.313 1.436
Se -3.00404 -2.88691 -0.00542 -0.141 -0.035 -0.092
N -1.54597 -2.31563 0.88378 -0.052 0.001 -0.235
C -0.82368 -3.36914 1.23298 0.084 0.014 0.105
C 0.41899 -3.35521 1.94341 -0.091 0.025 -0.066
C 1.00178 -4.54189 2.23073 -0.011 -0.075 -0.011
C 0.41959 -5.79980 1.84326 0.058 0.006 0.037
C -0.74794 -5.85913 1.16917 -0.015 0.035 -0.011
C -1.41235 -4.63162 0.84073 0.043 -0.062 0.033
N -2.55560 -4.56875 0.18882 0.035 -0.002 -0.003
H 0.86617 -2.41344 2.22372 0.030 -0.012 -0.014
H 1.93970 -4.55334 2.77057 0.001 -0.006 -0.007
H 0.93792 -6.71309 2.10279 0.009 0.020 0.008
H -1.19718 -6.79528 0.86937 -0.024 0.017 -0.011
Cl 1.43984 3.26439 1.23683 0.007 -0.053 0.009
C 2.10034 3.88230 -0.25000 -0.002 -0.019 0.032
C 3.26000 4.63156 -0.19302 0.054 0.040 -0.050
C 3.80177 5.13364 -1.36595 -0.040 -0.020 0.002
C 3.15433 4.91524 -2.57065 0.035 0.026 0.048
C 1.97342 4.19232 -2.60403 -0.007 -0.022 -0.039
Cl 1.14487 4.05635 -4.11653 -0.033 -0.001 0.000
C 1.42929 3.61584 -1.44980 0.113 0.034 0.121
N 0.25370 2.87101 -1.45157 -0.294 0.299 -0.037
C 0.02439 1.76031 -2.25609 0.192 -0.005 0.011
C 1.07638 1.11190 -2.90572 -0.023 0.000 0.035
C 0.84961 -0.02054 -3.66093 -0.191 -0.081 -0.032
C -0.43761 -0.53626 -3.78560 -0.019 0.075 0.063
C -1.48462 0.11355 -3.14824 0.131 -0.185 -0.108
C -1.27389 1.26101 -2.39340 -0.048 -0.109 -0.118
C -2.46031 1.90698 -1.70316 -0.469 -0.127 -0.044
C -2.40621 1.37827 -0.31080 0.318 0.048 0.652
O -1.60490 1.87024 0.53302 -0.218 -0.496 -0.138
O -2.95796 0.22884 0.02211 0.130 0.553 -1.082
H 3.72928 4.81472 0.76343 -0.007 -0.007 0.001
H 4.71290 5.71475 -1.33728 -0.002 -0.001 -0.003
H 3.53853 5.33079 -3.49145 -0.002 -0.004 -0.003
H -0.32277 2.93178 -0.62117 0.228 -0.020 0.002
H 2.08263 1.49748 -2.80219 -0.012 0.009 0.007
H 1.68325 -0.50192 -4.15538 -0.004 -0.029 -0.012
H -0.62553 -1.41754 -4.38325 0.002 0.003 -0.004
H -2.49637 -0.26208 -3.24764 0.000 -0.029 -0.020
H -3.37922 1.57870 -2.18383 -0.032 0.072 -0.024
H -2.40449 2.99487 -1.70822 0.069 0.007 0.069
C 0.37323 -0.43362 0.39995 0.625 0.000 -0.359
C 1.53205 -0.52896 -0.01632 0.028 -0.036 -0.190
C 2.84478 -0.66090 -0.49831 0.167 -0.037 -0.023
C 3.24977 -1.86416 -1.10602 -0.091 0.067 0.066
C 4.51964 -1.97341 -1.63428 -0.011 0.012 0.011
C 5.39564 -0.89483 -1.54814 0.042 -0.032 -0.029
C 5.01397 0.29420 -0.93708 -0.039 0.032 0.035
C 3.74194 0.41773 -0.41334 -0.048 -0.039 -0.024
H 2.54158 -2.68090 -1.16188 0.035 -0.013 -0.018
H 4.83579 -2.88985 -2.11380 -0.013 0.003 0.009
H 6.39152 -0.98410 -1.96308 -0.008 -0.001 0.001
H 5.70976 1.12021 -0.87752 -0.014 -0.001 0.009
H 3.41603 1.33101 0.06426 -0.009 0.069 -0.001
C -1.13942 -0.47199 3.01950 0.078 0.343 0.242
C -2.60338 -0.23860 3.16007 0.174 0.026 -0.082
C -3.09755 1.07039 3.12172 -0.039 0.045 0.018
C -4.45794 1.30952 3.13811 0.018 0.010 -0.009
C -5.33995 0.23352 3.19229 -0.106 0.018 0.003
C -4.86654 -1.07746 3.25238 0.026 -0.011 -0.007
C -3.50607 -1.30668 3.23095 -0.011 -0.038 -0.049
C -6.76004 0.47435 3.18932 0.031 -0.010 0.001
N -7.89289 0.66216 3.17859 0.030 -0.003 -0.003
H -0.80342 -1.44812 3.35957 -0.118 -0.042 -0.098
H -0.52040 0.31950 3.43667 -0.054 0.071 -0.049
H -2.40277 1.89796 3.06337 -0.004 0.009 0.024
H -4.84348 2.31903 3.10538 0.004 -0.001 0.004
H -5.56787 -1.89819 3.31251 0.006 -0.002 0.002
H -3.12738 -2.32042 3.27822 -0.006 -0.009 0.006



Record 2
75
Properties=species:S:1:pos:R:3:forces:R:3 method="wB97M-V/def2-TZVPD" multiplicity=4 homo_energy_ha="-0.2900 / -0.3735" energy_ha=-5312.4372 total_charge=+1
Re -0.40625 -0.12717 0.76924 -1.779 0.610 -1.650
O -4.57865 -0.21117 0.54434 4.180 0.063 -1.262
C -3.39635 -0.17897 0.06014 -5.543 -0.197 -0.396
O -2.34915 -0.12717 0.77584 0.252 0.146 1.028
C -3.29165 -0.20527 -1.47526 -0.033 -0.044 -0.563
C -4.52265 -0.25547 -2.18356 0.102 0.028 0.235
C -4.59585 -0.28427 -3.57586 0.066 0.017 0.760
C -3.42945 -0.26277 -4.31746 0.618 0.017 0.205
C -2.20135 -0.21297 -3.65926 -0.060 -0.030 0.377
C -2.09635 -0.18477 -2.24246 -0.744 -0.316 -0.393
P -0.39965 -0.12717 -1.54056 -0.907 0.513 -2.090
C 0.23785 1.40773 -2.26176 0.020 0.217 -1.059
C -0.07205 2.59773 -1.57556 -1.942 0.348 -2.744
C 0.37205 3.84003 -2.03336 -0.652 0.137 -1.431
C 1.14005 3.91643 -3.18996 -0.116 -0.307 0.141
C 1.45005 2.75273 -3.89086 0.023 -0.215 0.076
C 0.99545 1.50963 -3.43406 0.107 0.161 0.075
C 0.45405 -1.56167 -2.24496 0.561 -0.464 -0.651
C 1.84335 -1.57547 -2.44246 -0.009 -0.099 0.084
C 2.50145 -2.72287 -2.90096 -0.260 0.116 0.236
C 1.78525 -3.89257 -3.13886 0.010 0.097 0.091
C 0.41385 -3.91687 -2.91086 -0.109 0.376 0.007
C -0.23995 -2.76577 -2.46156 0.204 0.300 -2.070
H -5.45455 -0.27147 -1.61616 0.456 0.026 0.016
H -5.56415 -0.32177 -4.06396 0.107 0.009 0.085
H -3.46595 -0.28397 -5.40136 0.080 0.010 0.103
H -1.30315 -0.20247 -4.27246 -0.010 0.043 0.192
H -0.67875 2.55773 -0.66836 -0.516 0.271 -3.011
H 0.10965 4.73853 -1.48216 0.152 -0.483 -0.636
H 1.48785 4.88103 -3.54716 -0.037 -0.119 0.047
H 2.04205 2.80923 -4.79966 -0.114 -0.065 0.108
H 1.23465 0.62573 -4.01746 0.007 0.016 0.080
H 2.43745 -0.69357 -2.21276 -0.129 -0.007 -0.143
H 3.57765 -2.70507 -3.04576 -0.159 0.038 0.001
H 2.29645 -4.78997 -3.47396 -0.063 0.142 -0.013
H -0.15315 -4.83227 -3.05526 0.064 0.134 -0.029
H -1.30635 -2.83047 -2.24586 0.018 0.249 -0.625
N -0.40625 -1.61297 4.59904 0.106 -1.031 -0.493
C -0.40625 -0.32187 5.06624 -0.066 0.619 0.216
C -0.40625 0.21593 6.35494 0.000 0.581 -0.243
C -0.40625 1.61273 6.45124 0.005 -0.684 0.154
C -0.40625 2.42113 5.31124 -0.011 -0.309 -0.860
C -0.40625 1.85543 4.02974 0.006 0.057 0.447
C -0.40625 0.45843 3.91044 -0.025 2.476 1.177
N -0.40625 -0.32677 2.78264 -0.429 -0.472 2.368
C -0.40625 -1.55137 3.23984 0.011 -2.120 0.260
C -0.40625 -2.61307 2.25044 -0.228 -0.259 2.627
C -0.40625 -3.97407 2.42744 0.006 0.197 -0.673
S -0.40625 -4.72307 0.87834 0.062 1.415 0.069
C -0.40625 -3.16467 0.14764 -0.303 -1.165 0.374
N -0.40625 -2.13797 0.96884 -0.313 -2.273 -0.291
H -0.40625 -2.45037 5.16004 0.031 0.057 -0.129
H -0.40625 -0.40857 7.24134 -0.006 0.037 -0.120
H -0.40625 2.07933 7.43454 0.000 -0.149 -0.211
H -0.40625 3.50353 5.41604 -0.012 -0.233 -0.057
H -0.40625 2.47493 3.13984 0.028 -0.018 0.574
H -0.40625 -4.55547 3.33664 -0.042 0.143 -0.037
H -0.40625 -3.04307 -0.92766 0.027 -0.456 1.585
N -0.40625 1.86403 0.76924 -6.503 -1.105 4.253
C -0.59075 2.96243 1.09774 -4.348 6.473 4.083
N -0.84405 4.32153 1.54884 2.538 -3.395 -3.902
C -0.30355 5.26813 0.58624 -1.127 -1.664 1.957
N 0.11325 6.05803 -0.15586 -0.390 -0.238 1.190
Br 1.42235 2.56673 0.05844 12.809 0.917 -0.807
C 2.34935 0.96683 0.48054 0.764 1.170 0.233
C 3.73715 0.97703 0.47794 -0.095 -0.333 -0.020
C 4.40655 -0.20337 0.78934 0.035 -0.151 0.024
C 3.67035 -1.34377 1.09024 -0.130 0.381 0.037
C 2.28765 -1.25657 1.06724 0.459 -0.888 0.100
N 1.61075 -0.12717 0.76924 2.817 -0.264 -0.466
H 4.29245 1.87753 0.24024 -0.282 -0.069 -0.010
H 5.49255 -0.23257 0.79704 -0.166 0.047 0.004
H 4.16115 -2.27887 1.33704 -0.168 0.103 -0.004
H 1.66865 -2.11997 1.29504 0.586 0.271 -0.115
H 0.58955 0.86863 1.76504 0.508 0.594 1.524



Record 3
77
Properties=species:S:1:pos:R:3:forces:R:3 method="wB97M-V/def2-TZVPD" homo_energy_ha=-0.3914 energy_ha=-2819.9212 total_charge=+1
Ta 0.49224 0.15795 -0.22564 -0.082 -0.593 0.674
O -2.55632 -1.85371 2.15900 0.129 0.032 -0.080
C -3.32546 -0.79535 2.56526 -0.103 -0.049 0.054
C -4.38371 -1.08639 3.41551 -0.008 0.056 -0.007
C -5.18732 -0.06653 3.88709 -0.026 0.020 0.017
C -4.94364 1.25468 3.52094 0.026 -0.031 -0.004
C -3.88102 1.54180 2.69070 -0.023 0.034 0.000
C -3.05397 0.52660 2.19930 0.083 0.150 0.026
C -1.86775 0.89733 1.40909 -0.010 -0.464 -0.122
O -1.31863 -0.05101 0.61794 -0.686 0.159 0.078
N -1.33159 2.04950 1.51270 0.253 0.011 -0.078
N -0.19789 2.11020 0.68515 -0.308 0.087 0.017
C 0.19550 3.31561 0.47946 0.188 0.084 -0.057
C 1.26336 3.69696 -0.40885 -0.222 0.090 0.111
C 1.54559 5.04737 -0.62571 0.071 0.065 -0.061
C 2.50591 5.41477 -1.54901 -0.057 -0.033 0.065
C 3.18735 4.43049 -2.26198 0.022 -0.071 -0.022
C 2.92662 3.08346 -2.05583 0.099 0.211 0.007
C 1.96583 2.73475 -1.12557 -0.043 -0.587 0.095
O 1.70810 1.42911 -0.88972 0.498 0.783 -0.381
H -2.11639 -1.58363 1.33790 0.042 0.007 0.027
H -4.56090 -2.11878 3.68431 0.001 -0.005 -0.006
H -6.01663 -0.30222 4.54084 0.002 0.000 0.003
H -5.57678 2.05006 3.88742 -0.008 0.000 -0.004
H -3.66235 2.56229 2.40719 0.000 -0.010 -0.004
H -0.35976 4.09960 0.98740 0.022 0.007 0.009
H 0.99579 5.79793 -0.07124 0.005 0.009 -0.007
H 2.72366 6.45924 -1.71999 0.005 0.002 -0.008
H 3.93574 4.71727 -2.98890 0.000 0.010 0.003
H 3.45623 2.30844 -2.59202 -0.007 -0.004 -0.008
I 5.25645 -1.85715 0.07194 -0.016 0.051 -0.002
C 3.47293 -2.88387 -0.14291 0.098 -0.350 0.006
C 3.47788 -4.29827 -0.29057 -0.073 0.106 0.017
C 2.31975 -5.00491 -0.45886 0.008 0.122 -0.003
I 2.42738 -7.06514 -0.70314 -0.006 -0.091 -0.005
C 1.06301 -4.33120 -0.48034 -0.045 -0.173 0.009
C -0.20389 -4.91178 -0.69811 0.109 -0.050 -0.021
C -1.31683 -4.11666 -0.74161 -0.009 0.153 0.028
C -1.18543 -2.73474 -0.54476 -0.092 -0.174 0.008
N -0.02777 -2.16232 -0.29151 0.099 0.079 -0.094
C 1.08377 -2.94652 -0.29637 -0.150 0.095 0.050
C 2.28261 -2.22592 -0.15913 -0.184 0.456 0.221
O 2.12533 -0.89742 -0.09024 0.523 -0.143 -0.527
H 4.42694 -4.81543 -0.27857 0.009 0.007 0.000
H -0.28295 -5.97964 -0.85432 0.000 0.000 0.013
H -2.29562 -4.53113 -0.93263 -0.002 -0.002 -0.001
H -2.05144 -2.08715 -0.61336 0.005 0.033 -0.009
O -0.80287 1.99732 -2.04080 -0.077 0.033 -0.053
C -0.64765 1.01703 -2.74364 -0.055 -0.219 0.055
N -0.19102 -0.18286 -2.20062 -0.055 0.068 -0.092
C -0.11782 -1.15669 -3.22964 0.148 0.355 -0.049
O 0.27396 -2.28656 -3.11977 -0.017 -0.093 0.103
C -0.57155 -0.47781 -4.48564 0.063 -0.224 0.012
C -0.67355 -0.97980 -5.76579 -0.045 0.013 -0.045
C -1.10775 -0.10214 -6.75529 -0.010 0.030 0.027
C -1.41901 1.22553 -6.46051 0.027 -0.035 0.023
C -1.30645 1.72034 -5.16457 -0.020 -0.016 -0.060
C -0.87732 0.83666 -4.19517 -0.043 0.116 0.118
H -0.42684 -2.00962 -5.98573 0.003 0.002 0.003
H -1.20710 -0.45476 -7.77313 0.004 0.014 -0.006
H -1.75005 1.87998 -7.25550 -0.006 -0.005 -0.004
H -1.54365 2.74776 -4.92421 0.000 0.001 -0.004
C -0.08055 -1.00038 5.40189 0.037 0.007 0.018
C 0.62812 -0.42351 4.22508 -0.072 -0.052 0.001
C 1.76808 0.34538 4.11749 0.033 -0.005 -0.030
C 1.93605 0.60033 2.75062 0.072 0.009 -0.015
N 0.94882 0.02546 2.06030 -0.112 -0.104 0.025
N 0.16642 -0.59098 2.97733 0.071 0.038 -0.012
C 3.01079 1.39374 2.08719 0.027 0.016 0.036
H 0.57344 -0.99736 6.27042 0.000 0.006 -0.004
H -0.39281 -2.02711 5.21124 -0.001 0.001 -0.014
H -0.96881 -0.41432 5.64191 -0.001 0.007 -0.013
H 2.40191 0.67691 4.92157 0.006 0.010 -0.010
H -0.62861 -1.14757 2.69716 -0.087 -0.041 -0.031
H 3.81886 1.58042 2.79139 -0.010 -0.004 0.008
H 2.63491 2.36260 1.75115 -0.010 -0.012 -0.005
H 3.41810 0.86349 1.22703 -0.012 -0.004 -0.005